Entry 1:
{
  "formula": "C2H12CeNNbO3P",
  "method": "the ωB97M-V functional and the def2-TZVPD basis",
  "e_tot_ev": -33644.907,
  "total_charge": 2,
  "spin_multiplicity": 2,
  "lumo_energy_ev": [-10.6, -10.1],
  "homo_energy_ev": [-15.37, -15.39],
  "orbital_gap_ev": [4.7, 5.3],
  "elements": ["N", "C", "C", "Nb", "P", "O", "O", "O", "H", "H", "H", "H", "H", "H", "H", "H", "H", "H", "H", "H", "Ce"],
  "xyz": [[1.840, -0.567, 1.540], [2.029, -1.129, 0.200], [1.750, -0.132, -0.919], [0.117, 1.066, -0.463], [-1.958, -0.582, -0.334], [-2.808, -0.247, -1.506], [-1.540, -2.101, -0.215], [-2.918, -0.296, 1.002], [0.932, -0.698, 1.963], [2.189, 0.370, 1.690], [3.063, -1.462, 0.115], [1.424, -2.025, 0.100], [1.581, -0.613, -1.893], [2.590, 0.571, -1.059], [-0.461, 1.429, -2.129], [-1.303, 2.290, -0.181], [-0.089, 1.207, 1.381], [0.839, 2.713, -0.474], [-1.961, -2.667, -0.895], [-2.351, 0.237, 1.569], [-2.965, 2.637, 0.509]],
  "lowdin_charge": [0.00, -0.33, -0.35, 1.07, 0.34, -0.35, -0.14, -0.24, 0.05, 0.07, 0.12, 0.11, 0.08, 0.09, -0.01, -0.36, -0.03, -0.02, 0.13, -0.03, 1.81]
}



Entry 2:
{
  "formula": "C2H12ClN2Sn",
  "method": "the ωB97M-V functional and the def2-TZVPD basis",
  "e_tot_ev": -23598.368,
  "total_charge": -1,
  "e_above_lowest_kcal_mol": 0.0,
  "lumo_energy_ev": [3.0, 3.0],
  "homo_energy_ev": [0.07, 0.07],
  "orbital_gap_ev": [2.9, 2.9],
  "elements": ["C", "Sn", "N", "N", "H", "H", "H", "H", "H", "H", "H", "H", "H", "H", "Cl", "C", "H", "H"],
  "xyz": [[-0.990, -0.814, -2.221], [-0.039, 0.010, 0.484], [0.562, 0.763, 2.393], [0.456, 1.950, -0.593], [1.606, 0.650, 2.423], [-1.454, -0.933, -1.212], [-1.348, -1.841, -2.433], [0.211, -0.824, -2.418], [-1.452, 0.144, -2.497], [1.459, 2.215, -0.442], [-0.149, 2.676, -0.239], [0.297, 1.937, -1.635], [0.257, 1.729, 2.457], [0.111, 0.142, 3.022], [1.668, -2.344, 1.535], [1.783, -1.190, 0.245], [2.646, -0.570, 0.305], [1.614, -1.640, -0.729]],
  "nbo_charge": [-0.95, 0.17, -1.25, -1.51, 0.39, 0.26, 0.23, 0.22, 0.24, 0.32, 0.35, 0.34, 0.39, 0.39, -0.10, -0.89, 0.22, 0.20]
}



Entry 3:
{
  "formula": "C2H12N10",
  "method": "the ωB97M-V functional and the def2-TZVPD basis",
  "e_tot_ev": -17147.056,
  "total_charge": 2,
  "e_above_lowest_kcal_mol": 25.7,
  "lumo_energy_ev": -6.0,
  "homo_energy_ev": -13.54,
  "orbital_gap_ev": 7.5,
  "elements": ["C", "C", "N", "N", "N", "N", "N", "N", "N", "N", "N", "N", "H", "H", "H", "H", "H", "H", "H", "H", "H", "H", "H", "H"],
  "xyz": [[-7.303, 3.304, -1.414], [8.473, -3.968, 2.521], [-7.925, 2.188, -1.780], [8.205, -4.781, 1.421], [-8.987, 2.556, -2.677], [7.629, -4.669, 0.235], [-9.199, 3.954, -2.447], [7.074, -3.678, -0.281], [-7.997, 4.355, -1.779], [8.512, -2.689, 2.532], [-7.923, 5.654, -1.400], [8.808, -1.996, 3.577], [-6.386, 3.341, -0.857], [8.729, -4.579, 3.392], [-7.533, 1.265, -1.884], [8.495, -5.737, 1.613], [-9.833, 2.005, -2.507], [7.684, -5.581, -0.263], [-10.009, 4.170, -1.845], [6.726, -3.833, -1.222], [-7.857, 6.292, -2.188], [-7.223, 5.831, -0.689], [8.817, -0.994, 3.459], [9.025, -2.409, 4.482]],
  "nbo_charge": [0.30, 0.05, -0.40, -0.32, -0.29, 0.04, -0.27, -0.30, -0.02, -0.14, -0.61, -0.54, 0.26, 0.19, 0.45, 0.43, 0.39, 0.41, 0.37, 0.38, 0.41, 0.40, 0.41, 0.38]
}



Entry 4:
{
  "formula": "C2H12N2O2",
  "method": "the ωB97M-V functional and the def2-TZVPD basis",
  "e_tot_ev": -9343.386,
  "total_charge": 0,
  "e_above_lowest_kcal_mol": 18.8,
  "smiles": "NCCN.O.O",
  "lumo_energy_ev": 0.6,
  "homo_energy_ev": -9.86,
  "orbital_gap_ev": 10.4,
  "elements": ["N", "C", "C", "N", "H", "H", "H", "H", "H", "H", "H", "H", "H", "H", "O", "H", "H", "O"],
  "xyz": [[1.608, 0.620, 1.026], [0.393, 1.321, 0.582], [0.063, 1.044, -0.874], [-0.471, -0.335, -1.101], [1.403, -0.196, 1.596], [2.206, 1.244, 1.541], [0.543, 2.406, 0.676], [-0.458, 1.242, 1.270], [-0.798, 1.696, -1.046], [0.924, 1.236, -1.503], [0.033, -0.805, -1.833], [-0.316, -0.853, -0.254], [2.003, -2.269, 0.206], [2.045, -2.380, 1.738], [2.030, -2.908, 0.943], [-3.174, 1.286, -1.193], [-2.846, -0.112, -0.670], [-3.561, 0.570, -0.686]],
  "nbo_charge": [-0.86, -0.25, -0.23, -0.86, 0.35, 0.37, 0.20, 0.19, 0.17, 0.20, 0.36, 0.35, 0.47, 0.46, -0.94, 0.46, 0.49, -0.95]
}



Entry 5:
{
  "formula": "C2H12N2O2",
  "method": "the ωB97M-V functional and the def2-TZVPD basis",
  "e_tot_ev": -9342.859,
  "total_charge": 0,
  "e_above_lowest_kcal_mol": 31.0,
  "smiles": "CNCN.O.O",
  "lumo_energy_ev": 0.6,
  "homo_energy_ev": -8.51,
  "orbital_gap_ev": 9.1,
  "elements": ["C", "N", "C", "N", "H", "H", "H", "H", "H", "H", "H", "H", "H", "H", "O", "H", "H", "O"],
  "xyz": [[0.214, 2.984, 1.632], [-0.575, 1.787, 1.822], [-0.642, 0.890, 0.702], [-0.098, -0.468, 1.018], [-0.115, 3.789, 2.285], [1.296, 2.782, 1.625], [0.033, 3.333, 0.609], [-0.363, 1.215, 2.633], [-0.107, 1.306, -0.166], [-1.645, 0.750, 0.281], [-0.120, -1.035, 0.181], [0.864, -0.216, 1.222], [-2.876, -4.037, -3.700], [-3.001, -3.964, -2.103], [-3.221, -4.450, -2.894], [4.644, 0.376, -1.170], [3.855, -0.769, -1.965], [3.776, -0.047, -1.329]],
  "nbo_charge": [-0.41, -0.65, -0.04, -0.84, 0.20, 0.17, 0.19, 0.37, 0.14, 0.16, 0.36, 0.35, 0.48, 0.48, -0.95, 0.48, 0.48, -0.95]
}



Entry 6:
{
  "formula": "C2H12N2O3",
  "method": "the ωB97M-V functional and the def2-TZVPD basis",
  "e_tot_ev": -11390.122,
  "total_charge": 0,
  "e_above_lowest_kcal_mol": 37.5,
  "smiles": "N/C=C/N.O.O.O",
  "lumo_energy_ev": 0.6,
  "homo_energy_ev": -8.05,
  "orbital_gap_ev": 8.6,
  "elements": ["C", "C", "N", "N", "H", "H", "H", "H", "H", "H", "H", "H", "O", "H", "H", "O", "H", "H", "O"],
  "xyz": [[-0.959, 1.101, 0.452], [-0.658, -0.157, 0.079], [-1.606, -0.994, -0.490], [0.031, 2.158, 0.438], [-1.977, 1.391, 0.667], [0.289, -0.564, 0.433], [-1.392, -1.969, -0.556], [-2.020, -0.590, -1.313], [0.583, 2.169, 1.308], [-0.432, 3.042, 0.615], [-0.616, -2.457, 3.434], [-1.566, -1.317, 3.144], [-1.470, -2.100, 3.698], [2.643, 1.615, -1.814], [1.299, 1.421, -1.135], [2.150, 0.965, -1.292], [1.620, -1.917, -2.331], [2.218, -0.560, -2.364], [1.862, -1.238, -2.971]],
  "nbo_charge": [-0.14, -0.04, -0.82, -0.86, 0.19, 0.18, 0.38, 0.39, 0.36, 0.37, 0.46, 0.47, -0.94, 0.47, 0.51, -0.97, 0.45, 0.49, -0.96]
}